Record 1
{"formula": "C53H59F3Ge2N10O2PbSbTe", "method": "the ωB97M-V functional and the def2-TZVPD basis", "gap_ha": 0.259, "spin_multiplicity": 1, "homo_energy_ev": -5.2, "total_charge": -1, "de_lowest_kcal_mol": 0.0, "lumo_energy_ev": 1.90, "total_energy_ev": -215179.158, "species": ["Pb", "C", "C", "Ge", "C", "C", "C", "C", "Ge", "C", "C", "C", "C", "C", "C", "C", "C", "C", "C", "H", "H", "H", "H", "H", "H", "H", "H", "H", "H", "H", "H", "H", "H", "H", "H", "H", "H", "H", "H", "H", "H", "H", "H", "H", "H", "N", "C", "N", "N", "N", "N", "C", "N", "N", "N", "N", "H", "C", "C", "C", "C", "C", "C", "N", "C", "C", "C", "C", "C", "C", "C", "O", "O", "C", "C", "H", "H", "H", "H", "H", "H", "H", "H", "H", "H", "H", "H", "H", "H", "C", "Te", "C", "H", "H", "H", "H", "H", "H", "F", "C", "C", "C", "C", "C", "C", "Sb", "C", "C", "C", "C", "F", "C", "C", "C", "C", "C", "C", "F", "C", "C", "H", "H", "H", "H", "H", "H", "H", "H", "H", "H", "H", "H"], "xyz": [[0.36, 1.21, 0.48], [-5.18, 5.27, 0.33], [-3.81, 5.04, -0.32], [-2.69, 3.62, 0.47], [-1.74, 4.15, 2.07], [-2.72, 4.40, 3.22], [-3.82, 2.06, 0.64], [-3.71, 0.73, 0.66], [-1.99, -0.34, 0.68], [-2.38, -1.88, -0.57], [-3.56, -1.77, -1.55], [-1.68, -1.15, 2.49], [-2.30, -2.47, 2.95], [-5.00, -0.02, 0.68], [-5.20, -1.10, 1.52], [-6.42, -1.76, 1.57], [-7.46, -1.36, 0.75], [-7.27, -0.29, -0.12], [-6.05, 0.37, -0.16], [-5.71, 6.08, -0.17], [-5.08, 5.54, 1.38], [-5.80, 4.38, 0.28], [-3.22, 5.96, -0.29], [-3.93, 4.76, -1.37], [-1.15, 5.03, 1.84], [-1.06, 3.34, 2.36], [-3.42, 5.21, 2.99], [-2.18, 4.67, 4.12], [-3.30, 3.50, 3.45], [-4.84, 2.43, 0.76], [-2.49, -2.77, 0.05], [-1.48, -2.03, -1.16], [-4.52, -1.94, -1.06], [-3.46, -2.51, -2.35], [-3.61, -0.79, -2.02], [-1.84, -0.36, 3.22], [-0.59, -1.29, 2.45], [-3.30, -2.34, 3.37], [-1.69, -2.91, 3.74], [-2.37, -3.21, 2.15], [-4.39, -1.42, 2.15], [-6.55, -2.60, 2.24], [-8.42, -1.87, 0.78], [-8.07, 0.02, -0.78], [-5.90, 1.17, -0.87], [2.68, 0.22, 3.30], [1.47, 0.75, 3.73], [1.18, 0.93, 5.00], [-0.04, 1.49, 4.99], [-0.45, 1.63, 3.78], [0.50, 1.17, 2.93], [2.88, -0.39, 2.09], [4.01, -1.03, 1.81], [3.82, -1.50, 0.57], [2.66, -1.16, 0.13], [2.02, -0.43, 1.08], [3.33, -0.02, 4.03], [6.69, 2.78, -2.10], [5.75, 3.89, -1.74], [6.26, 5.08, -1.22], [5.41, 6.09, -0.81], [4.04, 5.94, -0.96], [3.52, 4.77, -1.50], [2.11, 4.67, -1.60], [1.39, 4.34, -2.72], [1.98, 4.30, -3.99], [1.24, 3.95, -5.11], [-0.10, 3.61, -5.00], [-0.70, 3.67, -3.75], [0.02, 4.03, -2.62], [-0.69, 4.20, -1.32], [-0.44, 5.13, -0.58], [-1.62, 3.30, -1.06], [4.36, 3.72, -1.87], [3.82, 2.40, -2.32], [7.71, 3.16, -2.20], [6.42, 2.30, -3.04], [6.69, 2.01, -1.33], [7.33, 5.20, -1.13], [5.81, 7.00, -0.39], [3.36, 6.73, -0.65], [1.57, 5.08, -0.85], [3.02, 4.58, -4.09], [1.72, 3.94, -6.08], [-0.67, 3.33, -5.87], [-1.75, 3.43, -3.63], [3.81, 2.32, -3.42], [2.79, 2.26, -1.98], [4.41, 1.57, -1.93], [1.97, 0.09, -3.64], [0.61, -0.60, -2.14], [-1.05, 0.39, -3.08], [1.54, -0.13, -4.61], [2.91, -0.46, -3.52], [2.15, 1.15, -3.53], [-0.65, 1.19, -3.70], [-1.68, 0.82, -2.31], [-1.62, -0.31, -3.69], [4.59, -3.86, 5.36], [3.74, -3.82, 4.31], [2.54, -3.15, 4.45], [1.69, -3.10, 3.35], [2.02, -3.72, 2.15], [3.25, -4.38, 2.05], [4.12, -4.43, 3.13], [0.68, -3.46, 0.50], [-0.55, -5.18, 0.99], [-1.47, -5.64, 0.05], [-2.38, -6.65, 0.34], [-2.37, -7.18, 1.62], [-3.25, -8.16, 1.92], [-1.49, -6.75, 2.59], [-0.59, -5.74, 2.27], [1.89, -4.52, -0.95], [1.78, -5.89, -1.15], [2.56, -6.56, -2.08], [3.46, -5.82, -2.82], [4.23, -6.46, -3.74], [3.61, -4.46, -2.66], [2.82, -3.82, -1.72], [2.29, -2.67, 5.39], [0.76, -2.55, 3.45], [3.55, -4.83, 1.11], [5.07, -4.93, 3.06], [-1.47, -5.21, -0.95], [-3.09, -7.01, -0.39], [-1.53, -7.18, 3.58], [0.11, -5.40, 3.03], [1.08, -6.47, -0.56], [2.48, -7.62, -2.24], [4.34, -3.92, -3.25], [2.95, -2.75, -1.56]]}


Record 2
{"formula": "C53H61AsN5O2SSeTi", "method": "the ωB97M-V functional and the def2-TZVPD basis", "gap_ha": 0.253, "spin_multiplicity": 1, "homo_energy_ev": -10.2, "total_charge": 1, "de_lowest_kcal_mol": 14.6, "lumo_energy_ev": -3.30, "total_energy_ev": -227631.463, "species": ["Ti", "C", "C", "C", "C", "C", "C", "C", "Se", "C", "C", "C", "C", "C", "C", "O", "C", "C", "C", "C", "C", "C", "C", "C", "C", "O", "C", "C", "C", "C", "C", "C", "H", "H", "H", "H", "H", "H", "H", "H", "H", "H", "H", "H", "H", "H", "H", "H", "H", "H", "H", "H", "H", "H", "H", "H", "H", "H", "H", "H", "H", "H", "H", "H", "H", "H", "H", "H", "H", "H", "H", "H", "N", "C", "C", "N", "C", "C", "N", "C", "C", "N", "H", "H", "H", "H", "H", "H", "S", "C", "N", "C", "C", "C", "C", "C", "C", "As", "C", "C", "C", "C", "C", "C", "C", "C", "C", "C", "C", "C", "H", "H", "H", "H", "H", "H", "H", "H", "H", "H", "H", "H", "H", "H", "H"], "xyz": [[-0.81, -0.61, -1.06], [5.46, 0.92, 2.83], [4.79, 2.15, 2.20], [4.15, 3.01, 3.31], [5.88, 2.99, 1.52], [3.71, 1.70, 1.22], [2.65, 0.93, 1.68], [1.67, 0.53, 0.80], [0.06, -0.31, 1.43], [-0.94, 1.32, 1.60], [-0.91, 2.06, 2.77], [-1.61, 3.26, 2.83], [-2.32, 3.64, 1.69], [-2.37, 2.93, 0.50], [-1.66, 1.72, 0.48], [-1.63, 0.89, -0.59], [-3.23, 3.51, -0.64], [-2.77, 4.95, -0.91], [-4.69, 3.51, -0.18], [-3.15, 2.76, -1.97], [-1.63, 4.14, 4.07], [-1.06, 5.52, 3.72], [-3.07, 4.28, 4.57], [-0.78, 3.55, 5.20], [1.70, 0.85, -0.55], [0.73, 0.36, -1.36], [2.73, 1.66, -1.04], [3.71, 2.05, -0.13], [2.76, 2.12, -2.50], [1.50, 2.94, -2.80], [3.98, 3.01, -2.79], [2.84, 0.91, -3.44], [6.23, 1.23, 3.54], [4.73, 0.30, 3.36], [5.93, 0.30, 2.06], [4.91, 3.34, 4.01], [3.67, 3.89, 2.88], [3.40, 2.44, 3.87], [6.63, 3.28, 2.26], [6.39, 2.43, 0.73], [5.47, 3.90, 1.08], [2.57, 0.67, 2.73], [-0.34, 1.69, 3.61], [-2.87, 4.57, 1.74], [-2.87, 5.59, -0.03], [-1.73, 4.97, -1.22], [-3.38, 5.38, -1.70], [-4.83, 4.09, 0.73], [-5.32, 3.94, -0.96], [-5.03, 2.49, 0.01], [-2.13, 2.72, -2.36], [-3.54, 1.75, -1.90], [-3.77, 3.30, -2.70], [-1.66, 6.01, 2.94], [-1.07, 6.17, 4.60], [-0.04, 5.44, 3.36], [-3.71, 4.74, 3.82], [-3.49, 3.31, 4.83], [-3.10, 4.92, 5.46], [0.27, 3.45, 4.91], [-0.82, 4.22, 6.06], [-1.15, 2.58, 5.52], [4.52, 2.67, -0.49], [1.45, 3.82, -2.15], [1.52, 3.29, -3.83], [0.59, 2.36, -2.65], [3.98, 3.91, -2.17], [4.92, 2.48, -2.62], [3.95, 3.32, -3.83], [1.95, 0.29, -3.33], [2.90, 1.25, -4.48], [3.72, 0.31, -3.22], [-0.11, -1.73, -5.13], [-1.28, -1.05, -5.37], [-1.71, -0.60, -4.17], [-0.81, -0.99, -3.20], [0.14, -1.67, -3.81], [1.24, -2.22, -3.04], [1.19, -2.18, -1.73], [2.42, -2.60, -1.29], [3.21, -2.89, -2.36], [2.45, -2.65, -3.47], [0.43, -2.23, -5.81], [-1.68, -0.94, -6.36], [-2.58, -0.02, -3.92], [2.65, -2.70, -0.24], [4.22, -3.26, -2.43], [2.77, -2.71, -4.42], [-3.45, -1.31, -1.50], [-3.35, -1.03, 0.14], [-3.09, -0.92, 1.26], [-4.60, -4.56, 2.83], [-4.83, -4.71, 1.47], [-3.84, -4.41, 0.55], [-2.60, -3.96, 0.99], [-2.37, -3.78, 2.35], [-3.37, -4.09, 3.27], [-1.25, -3.44, -0.31], [0.40, -4.28, 0.35], [1.08, -5.26, -0.37], [2.29, -5.76, 0.09], [2.84, -5.29, 1.26], [2.18, -4.31, 1.99], [0.96, -3.81, 1.53], [-1.75, -4.64, -1.76], [-1.84, -6.01, -1.51], [-2.23, -6.88, -2.51], [-2.55, -6.39, -3.77], [-2.49, -5.03, -4.02], [-2.09, -4.15, -3.01], [-5.38, -4.79, 3.54], [-5.80, -5.06, 1.12], [-4.04, -4.51, -0.51], [-1.44, -3.39, 2.72], [-3.18, -3.96, 4.33], [0.68, -5.63, -1.31], [2.80, -6.52, -0.49], [3.78, -5.68, 1.62], [2.59, -3.93, 2.91], [0.47, -3.04, 2.11], [-1.62, -6.39, -0.52], [-2.30, -7.94, -2.30], [-2.86, -7.07, -4.55], [-2.77, -4.64, -4.99], [-2.10, -3.09, -3.20]]}